# 1
A 2-piece molecular cluster, C3H3BrO overall at a distorted geometry. Source: OMol25; level of theory: ωB97M-V/def2-TZVPD.

Last column: Löwdin charge in e.
Atoms and positions in Å:
C1 -0.821 -0.086 1.746  0.149
C2 -0.255 0.024 0.693  -0.234
C3 0.409 0.117 -0.556  -0.859
O1 -0.294 0.126 -1.700  -0.072
Br1 1.979 -1.088 -0.616  0.630
H1 -1.291 -0.163 2.680  0.030
H2 1.169 1.701 -0.495  0.235
H3 -0.897 -0.631 -1.751  0.120

Output
Relative energy (zero: lowest compared OMol25 entry of this formula, charge and spin) ... 88.06 kcal per mole
LUMO level ... -0.19 eV
Multiplicity ... 1
Calculated total energy ... -2765.192172 a.u.
Max |F| ... 4.8 eV/Å
Net charge ... 0

***

# 2
An isolated molecule of C8H15NO2Si at a distorted geometry. Source: OMol25; level of theory: ωB97M-V/def2-TZVPD.

Last column: Löwdin charge in e.
Atoms and positions in Å:
C1 -0.695 0.734 -0.661  -0.075
C2 0.460 0.557 -1.281  -0.327
C3 0.457 -1.081 1.533  -0.008
C4 1.428 -0.432 -0.891  -0.201
C5 1.112 1.679 -2.175  -0.017
C6 2.908 -0.289 -0.566  -0.022
C7 -2.192 -1.845 0.096  -0.177
C8 -1.901 0.738 2.165  -0.191
N1 1.126 -1.704 -1.494  -0.394
O1 0.025 -1.867 -1.947  0.025
O2 1.865 -2.635 -1.335  0.066
Si1 -1.184 -0.481 0.751  0.561
H1 -1.340 1.486 -0.996  0.057
H2 0.861 -2.090 1.630  0.017
H3 1.198 -0.303 1.837  0.029
H4 1.706 1.254 -2.886  0.031
H5 1.730 2.490 -1.576  0.127
H6 0.203 2.198 -2.511  0.077
H7 3.217 -1.147 0.078  0.101
H8 2.930 0.611 0.002  0.068
H9 3.458 -0.145 -1.514  0.102
H10 -3.208 -1.691 -0.204  0.027
H11 -1.680 -2.109 -0.962  0.089
H12 -2.267 -2.606 0.744  -0.023
H13 -2.982 0.616 2.550  0.036
H14 -1.370 0.230 3.082  0.039
H15 -1.735 1.762 1.935  -0.016

Output
Relative energy (zero: lowest compared OMol25 entry of this formula, charge and spin) ... 158.16 kcal per mole
LUMO level (spin up / spin down) ... -0.58 / -1.27 eV
Multiplicity ... 1
Calculated total energy ... -808.295682 a.u.
Max |F| ... 5.0 eV/Å
Net charge ... 0

***

# 3
C9H12BrCl3N2O2S as an isolated structure at a distorted geometry. Source: OMol25; level of theory: ωB97M-V/def2-TZVPD.

Last column: Löwdin charge in e.
Atoms and positions in Å:
N1 -0.182 -1.594 3.290  0.186
C1 0.060 -0.775 2.520  -0.182
C2 0.088 0.227 1.426  -0.254
C3 1.098 -0.202 0.340  -0.189
C4 2.516 -0.329 0.930  -0.272
C5 3.550 -0.126 -0.200  -0.575
Br1 3.631 1.751 -0.763  0.622
C6 -1.323 0.570 0.857  -0.282
C7 -1.614 2.001 1.147  -0.178
N2 -1.733 3.095 1.476  0.179
C8 -2.455 -0.343 1.324  -0.221
S1 -3.876 -0.287 0.219  0.683
O1 -3.392 -0.593 -1.110  -0.367
O2 -4.880 -1.198 0.701  -0.335
H1 0.485 1.147 1.867  0.146
H2 0.804 -1.198 -0.009  0.137
H3 1.061 0.532 -0.463  0.059
H4 2.681 0.417 1.712  0.107
H5 2.700 -1.316 1.362  0.120
H6 3.236 -0.730 -1.049  0.031
H7 4.536 -0.449 0.127  0.062
H8 -1.235 0.515 -0.235  0.113
H9 -2.181 -1.401 1.349  0.118
H10 -2.752 -0.092 2.347  0.124
H11 -4.335 0.999 0.181  0.091
C9 0.713 -0.087 -3.980  -1.512
Cl1 2.012 0.652 -3.032  0.500
Cl2 0.852 -1.848 -3.952  0.528
Cl3 -0.867 0.417 -3.373  0.548
H12 0.804 0.244 -5.007  0.013

Output
LUMO level ... 0.40 eV
Multiplicity ... 1
Calculated total energy ... -4962.845284 a.u.
Max |F| ... 2.5 eV/Å
Net charge ... 0

***

# 4
A 13-piece molecular cluster, C5H35NO13 overall at a distorted geometry. Source: OMol25; level of theory: ωB97M-V/def2-TZVPD.

Last column: Löwdin charge in e.
Atoms and positions in Å:
C1 -3.678 1.087 2.025  -0.098
C2 -2.850 0.923 0.754  -0.227
N1 -2.233 -0.467 0.756  -0.194
C3 -1.167 -0.386 1.777  -0.079
C4 -1.672 -0.807 -0.533  -0.182
C5 -1.292 -2.293 -0.623  -0.219
O1 -0.999 -2.614 -1.753  0.023
H1 -3.165 0.973 2.991  0.073
H2 -4.090 2.092 1.852  0.080
H3 -4.496 0.392 2.134  0.067
H4 -3.585 1.088 -0.032  0.110
H5 -1.996 1.679 0.737  0.134
H6 -1.680 -0.450 2.721  0.078
H7 -0.436 -1.151 1.699  0.041
H8 -0.621 0.566 1.794  0.073
H9 -0.807 -0.250 -0.933  0.113
H10 -2.420 -0.623 -1.336  0.137
H11 -1.379 -3.015 0.188  0.085
H12 0.779 -1.410 -4.043  0.063
H13 1.103 -2.438 -2.852  -0.001
O2 1.472 -1.992 -3.633  -0.088
H14 3.286 1.393 -1.571  0.055
H15 2.444 0.451 -1.139  0.044
O3 2.726 1.308 -0.761  -0.098
H16 0.746 5.079 2.465  0.020
H17 0.759 3.405 2.439  -0.032
O4 0.608 4.242 2.892  -0.075
H18 1.682 2.553 -1.670  -0.024
H19 0.354 1.989 -2.140  0.045
O5 0.916 2.771 -2.188  -0.042
H20 -2.642 -2.947 2.312  -0.015
H21 -3.851 -2.423 1.720  0.027
O6 -3.571 -2.823 2.552  -0.067
H22 2.504 3.695 -0.116  0.020
H23 3.670 2.676 0.394  0.010
O7 3.268 3.537 0.429  -0.039
H24 0.187 2.549 -4.924  0.026
H25 1.504 2.332 -4.139  -0.003
O8 1.117 2.349 -5.030  -0.071
H26 1.423 -1.025 0.202  0.039
H27 1.606 -2.352 -0.543  0.048
O9 1.320 -1.437 -0.658  -0.063
H28 1.983 1.819 1.575  0.025
H29 1.758 1.441 3.065  0.075
O10 1.320 1.745 2.268  -0.038
H30 3.356 0.569 -4.112  0.050
H31 4.328 -0.232 -3.276  0.066
O11 4.001 0.678 -3.396  -0.048
H32 -1.844 -5.115 2.128  0.076
H33 -0.872 -4.697 0.976  0.066
O12 -1.155 -4.486 1.892  -0.069
H34 0.450 -2.648 1.817  0.040
H35 0.755 -4.088 1.554  0.031
O13 1.074 -3.211 1.295  -0.067

Output
Relative energy (zero: lowest compared OMol25 entry of this formula, charge and spin) ... 92.32 kcal per mole
LUMO level ... -0.13 eV
Multiplicity ... 1
Calculated total energy ... -1244.287972 a.u.
Max |F| ... 3.1 eV/Å
Net charge ... 0